{"formula": "C30H73Br3O37S11", "method": "ωB97M-V/def2-TZVPD", "species": ["O", "S", "O", "O", "C", "C", "C", "H", "H", "H", "H", "H", "H", "H", "H", "O", "S", "O", "O", "C", "C", "C", "H", "H", "H", "H", "H", "H", "H", "H", "O", "S", "O", "O", "C", "C", "C", "H", "H", "H", "H", "H", "H", "H", "H", "O", "S", "O", "O", "C", "C", "C", "H", "H", "H", "H", "H", "H", "H", "H", "O", "S", "O", "O", "C", "C", "C", "H", "H", "H", "H", "H", "H", "H", "H", "O", "S", "O", "O", "C", "C", "C", "H", "H", "H", "H", "H", "H", "H", "H", "O", "S", "O", "O", "C", "C", "C", "H", "H", "H", "H", "H", "H", "H", "H", "C", "Br", "Br", "Br", "H", "C", "C", "O", "S", "O", "O", "O", "H", "H", "H", "H", "C", "C", "O", "S", "O", "O", "O", "H", "H", "H", "H", "C", "C", "O", "S", "O", "O", "O", "H", "H", "H", "H", "C", "C", "O", "S", "O", "O", "O", "H", "H", "H", "H"], "xyz": [[39.4607, 6.1567, -7.3214], [40.7140, 5.5512, -6.8850], [41.1383, 5.5034, -5.4736], [40.8614, 4.0724, -7.6590], [40.1704, 3.8771, -8.8640], [40.1396, 2.4062, -9.2598], [42.1988, 6.4773, -7.6892], [40.7586, 4.4644, -9.5691], [39.1087, 4.1130, -8.7912], [39.2066, 2.1896, -9.7801], [39.9836, 1.7959, -8.3702], [41.0964, 2.0368, -9.6287], [41.9389, 6.4407, -8.7472], [43.1853, 6.0141, -7.6682], [42.2538, 7.4810, -7.2679], [39.9343, 2.6413, 5.9589], [40.0331, 4.0881, 6.2093], [41.3944, 4.6507, 6.3458], [39.2121, 4.8179, 4.9051], [39.1154, 6.2445, 4.7033], [38.2236, 6.4534, 3.4481], [39.0548, 4.7004, 7.6167], [40.1146, 6.6244, 4.4898], [38.5989, 6.6416, 5.5771], [38.7962, 5.9740, 2.6542], [38.2775, 7.5003, 3.1497], [37.2336, 6.0003, 3.5004], [39.4394, 4.1894, 8.4994], [37.9893, 4.4939, 7.5152], [39.1986, 5.7695, 7.7731], [44.6639, 0.5508, -0.0807], [43.3562, 0.9902, 0.3745], [42.6449, 0.1706, 1.3802], [43.5479, 2.5204, 1.0771], [44.3494, 3.4546, 0.2920], [45.7330, 3.4590, 0.8535], [42.2442, 1.4700, -1.0356], [43.7776, 4.3825, 0.2942], [44.3744, 3.1228, -0.7460], [46.1996, 4.3539, 0.4418], [46.3092, 2.5822, 0.5580], [45.7697, 3.4577, 1.9428], [43.0321, 1.6011, -1.7773], [41.6546, 2.3378, -0.7399], [41.6757, 0.5625, -1.2388], [48.9963, 11.8234, -7.5505], [48.9769, 12.8076, -8.6131], [48.0127, 13.9525, -8.5702], [50.5705, 13.2625, -8.7834], [50.8337, 14.3338, -9.6701], [52.2157, 14.7543, -9.3061], [48.7711, 11.9858, -10.2338], [50.0674, 15.0988, -9.7958], [51.1025, 13.9379, -10.6494], [52.4123, 15.2017, -8.3318], [52.6166, 15.5249, -9.9645], [53.0621, 14.0838, -9.4549], [49.1117, 12.7945, -10.8803], [47.7833, 11.6282, -10.5246], [49.4984, 11.1807, -10.3381], [43.5471, 20.3053, 3.3514], [43.5162, 21.1938, 2.1687], [42.4838, 22.2354, 2.0972], [45.0740, 21.7698, 2.0019], [45.3082, 22.5531, 0.8547], [45.8251, 23.9028, 1.4099], [43.4603, 20.1034, 0.5744], [44.4411, 22.8179, 0.2496], [46.0479, 22.0899, 0.2017], [45.0155, 24.2606, 2.0460], [45.8858, 24.6084, 0.5813], [46.7452, 23.8430, 1.9912], [42.6212, 19.4085, 0.5388], [44.4216, 19.5988, 0.6710], [43.3809, 20.8329, -0.2316], [35.7443, 25.9797, -6.8907], [36.7997, 26.7136, -6.2255], [36.7389, 28.1660, -5.9318], [37.1686, 25.9720, -4.7656], [37.2289, 24.4987, -4.7225], [38.0882, 24.1830, -3.5066], [38.3077, 26.2389, -7.1203], [37.6540, 24.0788, -5.6341], [36.2612, 23.9995, -4.6720], [39.1178, 24.4795, -3.7066], [38.1117, 23.1068, -3.3352], [37.6799, 24.7538, -2.6726], [39.0566, 26.1166, -6.3379], [38.5425, 26.9561, -7.9069], [38.0179, 25.2894, -7.5705], [40.5556, 13.8472, -14.7498], [39.5708, 12.9642, -14.1389], [39.9180, 11.9535, -13.1562], [38.3059, 13.8351, -13.5947], [37.1999, 13.2027, -13.0790], [35.9951, 14.0317, -13.5189], [38.8634, 12.1669, -15.5642], [37.3429, 13.2501, -11.9994], [37.1267, 12.1603, -13.3890], [36.1325, 15.0977, -13.3375], [35.1196, 13.6789, -12.9738], [35.8174, 13.8325, -14.5757], [38.2260, 11.3327, -15.2710], [39.7289, 11.8505, -16.1462], [38.2542, 12.9368, -16.0378], [32.3347, 17.6857, -7.0574], [30.8507, 17.3002, -8.3096], [31.7015, 18.4275, -5.3663], [33.8350, 18.7352, -7.7504], [32.6346, 16.6749, -6.7808], [42.1256, 18.7240, -8.9735], [42.4515, 19.7463, -10.0738], [43.3045, 20.7398, -9.5519], [43.8751, 20.3308, -8.0002], [43.9379, 21.4422, -7.0870], [44.9742, 19.3844, -8.0169], [42.4911, 19.4500, -7.7911], [42.7136, 17.8062, -8.9767], [41.0721, 18.5070, -8.7969], [41.5059, 20.1667, -10.4162], [42.9749, 19.1420, -10.8147], [33.5699, 15.5822, 1.6545], [33.4076, 14.0663, 1.6036], [34.6990, 13.6078, 2.0249], [35.5222, 14.6535, 3.0089], [36.8303, 15.0164, 2.5073], [35.4343, 14.3293, 4.4342], [34.4288, 15.8719, 2.7035], [32.6300, 16.0913, 1.8679], [34.0754, 15.9983, 0.7830], [33.2409, 13.6523, 0.6091], [32.5731, 13.7191, 2.2128], [33.5026, 8.1150, -3.7595], [33.5129, 6.6202, -3.5286], [32.7488, 6.4817, -2.4297], [31.3935, 7.4373, -2.4640], [31.2097, 8.1101, -1.1897], [30.2429, 6.7263, -3.0149], [32.1221, 8.3759, -3.6647], [33.9197, 8.5158, -4.6834], [34.0045, 8.6511, -2.9540], [34.4632, 6.1934, -3.2080], [33.1405, 6.0993, -4.4107], [41.1635, 12.7438, -1.7922], [41.9085, 13.4281, -2.9597], [40.9132, 13.4899, -3.9885], [39.4291, 13.9481, -3.3156], [38.2745, 13.5572, -4.1591], [39.4582, 15.3598, -2.9149], [39.7732, 12.8290, -2.1501], [41.1789, 13.2037, -0.8041], [41.4016, 11.6948, -1.6165], [42.8141, 12.8913, -3.2421], [42.2458, 14.4413, -2.7411]], "gap_ha": 0.370, "energy_ev": -437350.507}


{"formula": "C30H73N11O6P3", "method": "ωB97M-V/def2-TZVPD", "species": ["C", "C", "C", "C", "C", "C", "C", "O", "N", "C", "O", "C", "C", "C", "C", "N", "O", "H", "H", "H", "H", "H", "H", "H", "H", "H", "H", "H", "H", "H", "H", "H", "H", "H", "H", "H", "O", "P", "N", "C", "C", "N", "C", "C", "N", "C", "C", "H", "H", "H", "H", "H", "H", "H", "H", "H", "H", "H", "H", "H", "H", "H", "H", "H", "H", "O", "P", "N", "C", "C", "N", "C", "C", "N", "C", "C", "H", "H", "H", "H", "H", "H", "H", "H", "H", "H", "H", "H", "H", "H", "H", "H", "H", "H", "O", "P", "N", "C", "C", "N", "C", "C", "N", "C", "C", "H", "H", "H", "H", "H", "H", "H", "H", "H", "H", "H", "H", "H", "H", "H", "H", "H", "H"], "xyz": [[-2.7864, -1.4764, 7.5133], [-2.5996, -1.3698, 5.9802], [-1.3533, -2.2486, 5.6477], [-3.7532, -2.0313, 5.1678], [-5.0427, -1.1687, 5.0578], [-6.0081, -1.4246, 6.2576], [-6.3843, -0.2189, 7.1085], [-6.2706, -0.1528, 8.2986], [-5.7763, -1.6575, 3.8101], [-5.8651, -2.8684, 3.7205], [-5.9485, -4.0380, 3.6602], [-4.6942, 0.3101, 4.7542], [-3.4374, 0.8944, 5.4300], [-2.9907, 2.0666, 4.4984], [-3.7228, 1.6034, 6.7843], [-2.2792, -0.0223, 5.4784], [-1.2959, 0.5134, 6.1043], [-3.8243, -1.4253, 7.8592], [-2.4011, -2.4575, 7.8170], [-2.2112, -0.7352, 8.0743], [-1.1485, -2.0546, 4.5862], [-0.4790, -1.8870, 6.1913], [-1.5520, -3.3156, 5.7572], [-3.9551, -2.9612, 5.7119], [-3.3080, -2.2313, 4.1874], [-5.5386, -2.1467, 6.9374], [-6.9538, -1.8965, 5.9606], [-6.8219, 0.6545, 6.5703], [-5.5284, 1.0011, 4.9053], [-4.5034, 0.3503, 3.6738], [-2.6924, 1.6959, 3.5126], [-2.1708, 2.6275, 4.9518], [-3.8472, 2.7439, 4.3849], [-4.5908, 2.2538, 6.5983], [-2.9013, 2.2680, 7.0502], [-4.0220, 0.9190, 7.5792], [0.9007, -4.1711, 4.0562], [1.9447, -4.3741, 2.9624], [3.0023, -5.3766, 3.9048], [3.7305, -4.8637, 5.0500], [2.4130, -6.6702, 4.2149], [2.4000, -2.7306, 2.8426], [3.7180, -2.2094, 3.1211], [1.3633, -1.7557, 3.1653], [2.9336, -4.6939, 1.5120], [2.0821, -4.9875, 0.3443], [4.1129, -5.5453, 1.4661], [4.3852, -5.6428, 5.4501], [3.0744, -4.5127, 5.8566], [4.4056, -4.0592, 4.7640], [2.0404, -7.1449, 3.2987], [1.5739, -6.5837, 4.9155], [3.1573, -7.3469, 4.6401], [3.8606, -2.0235, 4.1924], [3.8671, -1.2583, 2.6000], [4.5111, -2.8675, 2.7660], [1.2547, -1.6291, 4.2497], [0.3987, -2.0519, 2.7599], [1.6082, -0.7815, 2.7337], [1.6329, -5.9836, 0.4141], [2.6502, -4.9202, -0.5850], [1.2723, -4.2532, 0.2764], [3.8865, -6.6055, 1.6207], [4.8614, -5.2345, 2.1909], [4.5860, -5.4468, 0.4837], [2.5244, -2.8012, -2.8846], [2.2315, -1.3069, -2.9624], [2.3583, -1.1449, -4.6837], [3.6150, -1.3331, -5.3829], [1.2789, -1.8201, -5.3880], [3.6228, -0.8317, -2.0764], [4.6858, 0.0173, -2.5641], [4.1626, -1.7970, -1.1244], [1.7289, 0.4052, -2.8315], [0.5749, 0.5490, -1.9261], [1.5707, 1.3254, -3.9499], [3.4816, -1.1159, -6.4463], [4.0164, -2.3495, -5.2831], [4.3658, -0.6187, -5.0497], [0.3093, -1.5120, -4.9773], [1.3502, -2.9112, -5.3036], [1.2732, -1.5493, -6.4461], [5.4261, -0.5529, -3.1387], [5.2110, 0.4861, -1.7261], [4.3170, 0.8392, -3.1773], [4.7864, -2.5515, -1.6239], [3.3653, -2.3134, -0.5939], [4.7727, -1.2933, -0.3700], [-0.3467, 0.1795, -2.3871], [0.4288, 1.5910, -1.6368], [0.7471, -0.0196, -1.0056], [0.7362, 1.0588, -4.6064], [2.4780, 1.4005, -4.5445], [1.3817, 2.3349, -3.5727], [0.3026, 4.3948, -5.1304], [-0.0038, 5.4397, -6.1912], [-1.5973, 5.8577, -5.6571], [-2.7100, 4.9320, -5.7608], [-1.5958, 6.5085, -4.3549], [0.0563, 4.3947, -7.5453], [-1.0204, 4.1616, -8.4816], [0.8629, 3.1865, -7.4116], [-0.0122, 6.8041, -7.3438], [1.2676, 7.5354, -7.3085], [-1.1007, 7.7564, -7.5105], [-3.6298, 5.4227, -5.4321], [-2.5699, 4.0209, -5.1655], [-2.9020, 4.6556, -6.7959], [-0.8864, 7.3452, -4.3513], [-1.3103, 5.8204, -3.5505], [-2.5779, 6.9274, -4.1265], [-1.7201, 3.4030, -8.1112], [-0.6218, 3.8028, -9.4352], [-1.5742, 5.0704, -8.7170], [0.3211, 2.3961, -6.8747], [1.7855, 3.3897, -6.8736], [1.1444, 2.8012, -8.3946], [1.3623, 8.1373, -6.3991], [1.3714, 8.1906, -8.1750], [2.1039, 6.8294, -7.3381], [-1.2429, 8.4066, -6.6409], [-2.0397, 7.2575, -7.7359], [-0.8865, 8.3970, -8.3720]], "gap_ha": 0.284, "s2": 0.754, "multiplicity": 2, "energy_ev": -88828.056}


{"formula": "C30H75BCdF4KN5O4S", "method": "ωB97M-V/def2-TZVPD", "species": ["K", "Cd", "S", "O", "O", "O", "O", "B", "F", "F", "F", "F", "C", "C", "N", "C", "C", "C", "C", "H", "H", "H", "H", "H", "H", "H", "H", "H", "H", "H", "H", "H", "H", "H", "C", "C", "N", "C", "C", "C", "C", "H", "H", "H", "H", "H", "H", "H", "H", "H", "H", "H", "H", "H", "H", "H", "C", "C", "N", "C", "C", "C", "C", "H", "H", "H", "H", "H", "H", "H", "H", "H", "H", "H", "H", "H", "H", "H", "C", "C", "N", "C", "C", "C", "C", "H", "H", "H", "H", "H", "H", "H", "H", "H", "H", "H", "H", "H", "H", "H", "C", "C", "N", "C", "C", "C", "C", "H", "H", "H", "H", "H", "H", "H", "H", "H", "H", "H", "H", "H", "H", "H"], "xyz": [[-2.8115, 0.7030, 0.2364], [-0.5191, -2.9073, 1.6122], [-3.2500, -2.5142, 1.6731], [-2.3010, -2.4628, 0.4682], [-3.8780, -1.1925, 1.7650], [-4.2012, -3.5911, 1.6210], [-2.2171, -2.7869, 2.7712], [0.4150, -0.5694, 0.6018], [-0.4192, 0.0066, -0.3487], [1.5517, 0.1961, 0.8263], [-0.2446, -0.7623, 1.8359], [0.8012, -1.8883, 0.0942], [-4.4351, 4.2081, 3.3076], [-4.0101, 3.0036, 2.4510], [-2.8203, 3.2069, 1.6007], [-2.9940, 4.3554, 0.7005], [-4.0796, 4.1197, -0.3310], [-1.5937, 3.2396, 2.3966], [-1.2433, 1.9014, 3.0635], [-4.9238, 4.9730, 2.7010], [-3.5691, 4.6985, 3.7540], [-5.1247, 3.8786, 4.0807], [-3.8630, 2.1576, 3.1212], [-4.8166, 2.7794, 1.7491], [-3.1685, 5.2620, 1.2925], [-2.0224, 4.4546, 0.2103], [-4.0532, 3.0833, -0.7015], [-5.0906, 4.2861, 0.0385], [-3.9192, 4.7084, -1.2347], [-1.6790, 4.0154, 3.1754], [-0.7621, 3.5859, 1.7776], [-1.8297, 1.0982, 2.6169], [-1.4475, 1.8893, 4.1327], [-0.2157, 1.5732, 2.9092], [-3.2131, 1.6055, -3.2243], [-4.3869, 0.6731, -2.9618], [-4.0980, -0.3753, -1.9944], [-5.2957, -1.1594, -1.6769], [-6.2779, -0.3672, -0.8177], [-3.0518, -1.3156, -2.4647], [-3.2557, -1.8864, -3.8619], [-3.5381, 2.4113, -3.8817], [-2.3225, 1.1274, -3.6338], [-2.8530, 2.0750, -2.2935], [-5.1763, 1.2960, -2.5350], [-4.7478, 0.2550, -3.9127], [-5.0097, -2.1023, -1.2146], [-5.8052, -1.4480, -2.6136], [-5.6967, 0.2197, -0.1073], [-6.8816, -1.0438, -0.2145], [-6.9073, 0.2979, -1.4056], [-2.1245, -0.7086, -2.4635], [-2.7074, -1.9885, -1.6803], [-2.9447, -1.2036, -4.6521], [-2.6671, -2.7990, -3.9757], [-4.2953, -2.1711, -4.0290], [2.9983, -3.9007, -6.4534], [3.2351, -3.7192, -4.9691], [2.0492, -3.2678, -4.2520], [1.7884, -1.8393, -4.5361], [0.5664, -1.3279, -3.7787], [2.2147, -3.5320, -2.8279], [1.8742, -4.9612, -2.4557], [2.7136, -3.0117, -7.0227], [2.2062, -4.6312, -6.6363], [3.8757, -4.2836, -6.9841], [3.4972, -4.7089, -4.5890], [4.1083, -3.0800, -4.7470], [2.6982, -1.2736, -4.2647], [1.6456, -1.7901, -5.6133], [-0.0477, -2.2141, -3.5917], [0.8082, -0.9303, -2.7948], [-0.0155, -0.6086, -4.3515], [1.5991, -2.8658, -2.2242], [3.2476, -3.2743, -2.5217], [2.4859, -5.6833, -3.0061], [0.8496, -5.2161, -2.7267], [2.0641, -5.1490, -1.3972], [2.5277, -4.0765, 1.5083], [2.4202, -2.9598, 2.5491], [1.1507, -2.9148, 3.3012], [0.8174, -4.1793, 3.9923], [1.7183, -4.5636, 5.1619], [1.1547, -1.7691, 4.2092], [-0.1664, -1.4983, 4.9088], [3.5252, -4.5183, 1.5779], [2.4724, -3.6905, 0.4928], [1.8459, -4.9067, 1.6862], [3.2778, -3.0241, 3.2362], [2.5525, -1.9886, 2.0681], [-0.1988, -4.0411, 4.3717], [0.7169, -5.0202, 3.3064], [1.2942, -5.4582, 5.6271], [2.7222, -4.8424, 4.8416], [1.7295, -3.8114, 5.9474], [1.3585, -0.8987, 3.5809], [1.9805, -1.8163, 4.9257], [-0.4502, -2.3131, 5.5770], [-0.9885, -1.2148, 4.2594], [0.0127, -0.6527, 5.5839], [6.5476, 5.7353, 0.2397], [5.5401, 4.9762, 1.1071], [4.4119, 4.5000, 0.3471], [3.2058, 4.2907, 1.1316], [3.3005, 3.2339, 2.2309], [4.7285, 3.3856, -0.5450], [3.8791, 3.3702, -1.8110], [7.0426, 6.5495, 0.7713], [6.0465, 6.1655, -0.6259], [7.3489, 5.0757, -0.1019], [6.0499, 4.1927, 1.6946], [5.1639, 5.6615, 1.8755], [2.9845, 5.2716, 1.5662], [2.3704, 4.0603, 0.4686], [2.5344, 3.4580, 2.9751], [3.1325, 2.2442, 1.8017], [4.2655, 3.1867, 2.7347], [4.6440, 2.4326, 0.0038], [5.7808, 3.4509, -0.8273], [3.8534, 4.3742, -2.2306], [2.8648, 3.0243, -1.6175], [4.3603, 2.6860, -2.5114]], "gap_ha": 0.297, "relative_energy_kj_mol": 62.68, "energy_ev": -91245.940}


Asked for HOMO energy across the records above, the calculation gives -10.63 -8.07 -8.14 eV in order.